# 1
C35H88O17 | ωB97M-V with the def2-TZVPD basis set

Summary:
SMILES: C1CCOC1.C1CCOC1.COCCOC.COCCOC.COCCOC.COCCOC.COCCOC.COCCOC.CO.CO.CO
Max |F| in eV Å⁻¹: 1.851
E_HOMO in eV: -8.9
Spin multiplicity: 1
Net charge: 0

CARTESIAN COORDINATES (ANGSTROEM)
C  0.637  0.416  -5.377
C  2.007  0.118  -5.977
C  2.932  0.362  -4.799
O  2.239  -0.323  -3.750
C  0.829  -0.150  -3.957
H  -0.168  -0.078  -5.916
H  0.504  1.497  -5.357
H  2.264  0.717  -6.856
H  2.140  -0.918  -6.294
H  3.142  1.418  -4.601
H  3.891  -0.140  -4.929
H  0.472  0.537  -3.182
H  0.379  -1.131  -3.794
C  -0.539  -0.649  1.601
C  -0.317  -0.834  0.107
C  0.953  -0.006  -0.053
O  0.708  1.159  0.741
C  0.018  0.753  1.917
H  -0.018  -1.393  2.199
H  -1.606  -0.624  1.842
H  -1.062  -0.403  -0.564
H  -0.251  -1.896  -0.127
H  1.174  0.345  -1.060
H  1.861  -0.491  0.325
H  -0.688  1.560  2.121
H  0.687  0.629  2.777
C  -1.366  -2.572  4.444
O  -0.266  -1.996  5.127
H  -1.079  -3.520  3.978
H  -2.225  -2.802  5.080
H  -1.681  -1.915  3.640
H  0.179  -2.641  5.682
C  -4.668  0.730  2.890
O  -3.552  1.446  2.388
H  -4.930  1.035  3.910
H  -5.535  0.824  2.230
H  -4.427  -0.328  3.011
H  -3.807  2.374  2.424
C  -1.514  1.240  5.356
O  -0.260  0.668  5.696
H  -2.303  0.662  5.853
H  -1.565  2.266  5.716
H  -1.709  1.233  4.279
H  -0.321  -0.267  5.404
C  7.372  5.999  -0.571
O  6.132  5.385  -0.819
C  6.130  4.507  -1.919
C  4.763  3.888  -2.078
O  4.493  3.015  -0.992
C  3.221  2.431  -1.060
H  7.771  6.490  -1.466
H  8.095  5.248  -0.235
H  7.223  6.738  0.211
H  6.846  3.689  -1.808
H  6.279  5.139  -2.802
H  4.696  3.302  -3.004
H  3.958  4.631  -2.124
H  3.168  1.787  -0.183
H  3.068  1.840  -1.974
H  2.378  3.132  -0.995
C  -1.661  -4.654  -3.742
O  -2.064  -4.858  -2.400
C  -1.033  -4.705  -1.474
C  -1.485  -5.038  -0.082
O  -2.338  -4.015  0.428
C  -3.044  -4.484  1.549
H  -2.509  -4.950  -4.352
H  -0.826  -5.333  -3.954
H  -1.354  -3.625  -3.940
H  -0.697  -3.655  -1.502
H  -0.153  -5.324  -1.702
H  -0.644  -5.144  0.608
H  -2.020  -5.993  -0.120
H  -3.685  -3.688  1.927
H  -2.415  -4.817  2.381
H  -3.703  -5.319  1.294
C  -6.526  3.781  -2.428
O  -5.149  3.634  -2.180
C  -4.879  2.744  -1.112
C  -3.454  2.276  -1.217
O  -2.546  3.336  -1.382
C  -1.214  2.924  -1.402
H  -7.000  2.839  -2.718
H  -6.672  4.521  -3.210
H  -7.007  4.160  -1.518
H  -5.571  1.897  -1.219
H  -5.128  3.221  -0.152
H  -3.368  1.631  -2.099
H  -3.237  1.702  -0.306
H  -0.989  2.231  -2.227
H  -0.895  2.456  -0.465
H  -0.554  3.776  -1.564
C  3.288  -6.247  5.199
O  2.760  -5.797  3.991
C  2.732  -4.399  3.900
C  2.165  -3.881  2.596
O  3.067  -4.308  1.597
C  2.774  -3.779  0.322
H  2.645  -5.998  6.059
H  4.245  -5.769  5.444
H  3.393  -7.328  5.206
H  3.764  -4.027  3.924
H  2.199  -3.959  4.753
H  2.134  -2.787  2.671
H  1.161  -4.285  2.412
H  1.808  -4.138  -0.055
H  3.455  -4.133  -0.450
H  2.808  -2.689  0.360
C  4.430  4.033  2.114
O  4.138  4.036  3.496
C  3.340  2.927  3.887
C  1.850  3.159  3.744
O  1.511  4.397  4.318
C  0.168  4.727  4.166
H  4.883  3.097  1.766
H  5.109  4.859  1.929
H  3.542  4.132  1.478
H  3.563  2.783  4.945
H  3.658  2.044  3.325
H  1.361  2.301  4.224
H  1.482  3.178  2.711
H  -0.497  3.988  4.644
H  -0.126  4.721  3.108
H  -0.085  5.664  4.656
C  -4.192  -1.482  -1.193
O  -4.237  -0.943  -2.487
C  -3.263  -1.506  -3.345
C  -3.332  -0.877  -4.710
O  -2.562  -1.689  -5.581
C  -3.022  -1.604  -6.909
H  -4.403  -2.552  -1.144
H  -4.881  -0.936  -0.544
H  -3.226  -1.264  -0.717
H  -3.474  -2.577  -3.427
H  -2.281  -1.384  -2.872
H  -2.924  0.138  -4.700
H  -4.382  -0.823  -5.014
H  -3.197  -0.567  -7.228
H  -3.986  -2.119  -6.998
H  -2.294  -2.001  -7.613

Löwdin atomic charge list, values in e, 4 entries: atom 1 (C): -0.14, atom 2 (C): -0.18, atom 3 (C): -0.21, atom 4 (O): -0.16

=====

# 2
C35H91BN10O7P | ωB97M-V with the def2-TZVPD basis set

Summary:
Max |F| in eV Å⁻¹: 3.330
E_HOMO in eV: -10.6
Spin multiplicity: 1
Net charge: +1

CARTESIAN COORDINATES (ANGSTROEM)
C  -2.826  3.698  -3.156
C  -1.900  2.938  -4.121
C  -0.654  3.724  -4.565
C  0.109  4.403  -3.427
C  0.811  3.340  -2.542
C  0.032  3.042  -1.253
N  0.863  2.757  -0.077
N  1.108  3.772  0.815
C  1.401  4.970  0.403
C  2.587  5.322  -0.428
C  0.540  6.098  0.857
C  1.303  1.555  0.178
N  2.048  1.387  1.344
B  3.526  1.158  1.147
O  3.958  -0.028  0.589
C  4.627  2.182  1.548
C  5.283  2.800  0.263
N  0.925  0.541  -0.718
C  1.839  0.415  -1.872
O  1.075  0.174  -3.013
C  1.889  -0.308  -4.089
C  1.368  0.206  -5.410
P  0.568  -1.005  0.003
N  -0.555  -1.700  -0.822
H  -2.794  4.762  -3.382
H  -3.836  3.311  -3.280
H  -2.584  3.511  -2.111
H  -2.468  2.746  -5.033
H  -1.645  1.955  -3.718
H  -0.005  3.003  -5.066
H  -0.963  4.460  -5.307
H  0.855  5.052  -3.887
H  -0.534  5.051  -2.830
H  1.840  3.642  -2.354
H  0.859  2.445  -3.160
H  -0.624  2.195  -1.439
H  -0.625  3.878  -1.033
H  2.361  6.196  -1.037
H  2.980  4.502  -1.020
H  3.362  5.648  0.272
H  1.060  7.036  0.666
H  0.297  6.019  1.916
H  -0.383  6.133  0.275
H  1.620  0.721  1.981
H  3.536  -0.780  1.019
H  4.286  2.940  2.248
H  5.409  1.591  2.028
H  6.196  2.263  0.026
H  4.627  2.627  -0.595
H  5.471  3.860  0.389
H  2.493  -0.452  -1.710
H  2.467  1.304  -1.988
H  1.963  -1.396  -4.043
H  2.903  0.084  -3.953
H  1.792  -0.396  -6.215
H  0.284  0.147  -5.481
H  1.707  1.225  -5.593
H  1.721  -1.811  -0.076
H  0.113  -0.817  1.323
H  -1.354  -1.857  -0.214
C  -3.958  -5.094  1.954
C  -3.996  -3.577  1.821
C  -5.412  -2.993  1.741
O  -6.051  -3.161  0.493
C  -6.656  -4.426  0.286
N  -3.174  -3.190  0.667
H  -4.158  -5.596  1.007
H  -2.970  -5.417  2.282
H  -4.679  -5.447  2.692
H  -3.531  -3.160  2.720
H  -5.339  -1.910  1.882
H  -6.045  -3.377  2.552
H  -7.071  -4.830  1.214
H  -5.950  -5.139  -0.143
H  -7.468  -4.289  -0.427
H  -3.120  -2.175  0.642
H  -3.696  -3.425  -0.174
C  -1.464  1.987  -10.748
C  -1.234  1.587  -9.294
C  -1.897  2.529  -8.280
O  -1.229  3.763  -8.089
C  -1.509  4.756  -9.062
N  0.209  1.457  -9.061
H  -0.835  2.826  -11.047
H  -1.220  1.156  -11.408
H  -2.507  2.258  -10.924
H  -1.686  0.601  -9.153
H  -1.874  2.035  -7.303
H  -2.953  2.700  -8.524
H  -2.542  4.696  -9.414
H  -0.825  4.684  -9.910
H  -1.356  5.728  -8.594
H  0.363  1.084  -8.128
H  0.599  2.395  -9.020
C  1.602  -5.014  0.690
C  2.967  -4.722  1.308
C  3.999  -5.835  1.078
O  3.824  -6.972  1.894
C  2.852  -7.903  1.446
N  2.790  -4.420  2.733
H  1.024  -5.732  1.270
H  1.007  -4.102  0.641
H  1.704  -5.399  -0.326
H  3.360  -3.820  0.822
H  4.984  -5.440  1.342
H  4.045  -6.122  0.019
H  2.823  -7.961  0.355
H  1.859  -7.658  1.830
H  3.129  -8.879  1.840
H  3.681  -4.125  3.122
H  2.596  -5.297  3.209
C  -1.860  -8.244  7.132
C  -1.448  -7.114  6.193
C  -2.515  -6.023  6.030
O  -3.602  -6.375  5.197
C  -4.615  -7.146  5.817
N  -1.051  -7.689  4.904
H  -2.559  -8.934  6.660
H  -0.986  -8.826  7.423
H  -2.321  -7.855  8.042
H  -0.568  -6.633  6.630
H  -2.042  -5.166  5.540
H  -2.879  -5.671  7.004
H  -4.749  -6.868  6.866
H  -4.403  -8.215  5.742
H  -5.547  -6.955  5.285
H  -0.672  -6.953  4.315
H  -1.898  -7.979  4.422
C  2.574  5.962  4.575
C  1.909  6.953  5.522
C  1.861  6.487  6.983
O  0.885  5.501  7.255
C  1.257  4.174  6.939
N  0.574  7.266  4.997
H  1.917  5.125  4.332
H  2.821  6.461  3.636
H  3.499  5.560  4.993
H  2.503  7.871  5.502
H  1.584  7.345  7.600
H  2.848  6.154  7.327
H  2.323  4.002  7.112
H  1.007  3.927  5.903
H  0.688  3.509  7.587
H  0.162  8.011  5.552
H  -0.021  6.463  5.185

Löwdin atomic charge list, values in e, 4 entries: atom 1 (C): -0.09, atom 2 (C): -0.24, atom 3 (C): -0.21, atom 4 (C): -0.18

=====

# 3
C35H92CaIN4O17S | ωB97M-V with the def2-TZVPD basis set

Summary:
Max |F| in eV Å⁻¹: 4.341
E_HOMO in eV: -5.3
Spin multiplicity: 1
Net charge: -1

CARTESIAN COORDINATES (ANGSTROEM)
Ca  3.620  1.773  0.494
S  6.150  0.983  -0.598
O  4.975  1.537  -1.221
O  6.884  0.071  -1.413
O  7.148  1.975  -0.249
O  5.602  0.368  0.611
I  1.791  -0.292  -0.454
C  3.601  0.825  -4.215
O  4.968  0.918  -3.886
H  3.528  0.591  -5.277
H  3.242  -0.084  -3.734
H  2.854  1.596  -4.024
H  5.021  0.854  -2.929
C  4.896  -2.527  -1.918
O  6.263  -2.288  -2.283
H  4.492  -3.323  -2.543
H  4.642  -2.586  -0.859
H  4.382  -1.626  -2.251
H  6.508  -1.396  -2.024
C  0.243  3.145  -5.626
O  0.573  1.727  -5.547
C  -0.213  1.115  -4.562
C  0.250  -0.352  -4.385
N  0.050  -0.963  -5.716
C  0.472  -2.371  -5.887
C  2.035  -2.581  -5.726
O  2.833  -1.696  -6.613
C  4.214  -1.740  -6.361
H  0.512  3.687  -4.719
H  -0.812  3.312  -5.844
H  0.804  3.535  -6.476
H  -1.276  1.126  -4.805
H  -0.144  1.592  -3.584
H  -0.396  -0.728  -3.591
H  1.280  -0.453  -4.044
H  0.389  -0.395  -6.480
H  0.144  -2.649  -6.889
H  -0.108  -2.925  -5.149
H  2.215  -3.629  -5.966
H  2.337  -2.329  -4.709
H  4.525  -1.570  -5.330
H  4.754  -1.071  -7.032
H  4.646  -2.688  -6.680
C  -4.574  -7.917  5.679
O  -4.465  -7.209  4.413
C  -5.677  -6.680  3.934
C  -5.342  -5.784  2.763
N  -4.871  -4.556  3.334
C  -4.435  -3.591  2.329
C  -3.090  -4.057  1.718
O  -2.055  -4.037  2.675
C  -0.779  -3.853  2.079
H  -5.301  -8.729  5.658
H  -4.877  -7.208  6.450
H  -3.619  -8.342  5.988
H  -6.346  -6.196  4.645
H  -6.196  -7.544  3.517
H  -6.251  -5.679  2.172
H  -4.555  -6.251  2.170
H  -4.025  -4.900  3.765
H  -4.326  -2.579  2.721
H  -5.198  -3.530  1.554
H  -2.900  -3.250  1.010
H  -3.183  -5.008  1.194
H  -0.630  -4.514  1.225
H  0.000  -3.960  2.834
H  -0.595  -2.886  1.610
C  3.755  -0.286  3.002
O  3.945  1.088  2.708
C  5.103  1.687  3.331
C  5.183  3.154  2.843
N  5.190  3.232  1.420
C  5.015  4.621  0.985
C  4.593  4.493  -0.508
O  3.372  3.783  -0.716
C  3.066  3.987  -2.121
H  3.720  -0.551  4.059
H  4.443  -0.976  2.513
H  2.756  -0.512  2.630
H  5.993  1.120  3.061
H  5.069  1.587  4.416
H  6.137  3.503  3.240
H  4.449  3.836  3.272
H  6.112  2.968  1.105
H  5.880  5.279  1.077
H  4.211  5.032  1.596
H  5.424  4.111  -1.101
H  4.469  5.560  -0.694
H  2.213  3.381  -2.427
H  3.879  3.735  -2.802
H  2.818  5.029  -2.322
C  -9.141  1.704  2.843
O  -8.097  2.598  2.943
C  -7.414  2.705  4.244
C  -6.489  1.496  4.586
N  -5.518  1.454  3.439
C  -4.512  0.421  3.591
C  -3.455  0.453  2.469
O  -3.758  -0.486  1.421
C  -2.868  -0.451  0.343
H  -10.067  1.957  3.359
H  -8.844  0.700  3.147
H  -9.452  1.683  1.798
H  -8.248  2.784  4.941
H  -6.932  3.676  4.353
H  -7.050  0.573  4.733
H  -6.048  1.672  5.567
H  -5.949  1.456  2.526
H  -4.922  -0.583  3.693
H  -4.031  0.690  4.531
H  -2.503  0.149  2.904
H  -3.240  1.439  2.058
H  -3.044  -1.264  -0.362
H  -1.801  -0.540  0.548
H  -2.979  0.492  -0.193
C  -0.670  -3.525  -1.905
C  0.707  -3.966  -2.318
C  1.343  -4.640  -1.116
O  0.718  -4.966  -3.307
H  -0.638  -2.858  -1.044
H  -1.311  -4.374  -1.667
H  -1.101  -2.958  -2.729
H  1.335  -3.124  -2.608
H  1.437  -3.993  -0.244
H  2.379  -4.914  -1.315
H  0.838  -5.564  -0.834
H  -0.017  -5.566  -3.162
C  -2.101  3.731  -0.381
C  -0.781  4.032  -1.053
C  -0.820  4.968  -2.249
O  0.073  4.611  -0.114
H  -2.907  3.345  -1.005
H  -2.438  4.608  0.172
H  -1.929  3.081  0.477
H  -0.219  3.139  -1.326
H  0.169  5.327  -2.534
H  -1.330  5.909  -2.041
H  -1.352  4.495  -3.075
H  -0.107  5.553  -0.084
C  1.273  4.928  2.789
C  1.471  3.431  2.794
C  0.194  2.610  3.087
O  1.842  3.027  1.505
H  1.400  5.285  3.811
H  0.300  5.135  2.344
H  2.094  5.383  2.234
H  2.252  3.077  3.466
H  -0.584  3.123  2.521
H  -0.166  2.739  4.108
H  0.425  1.573  2.847
H  1.190  3.482  0.967

Löwdin atomic charge list, values in e, 4 entries: atom 1 (Ca): 1.04, atom 2 (S): 0.16, atom 3 (O): -0.50, atom 4 (O): -0.29

=====

LUMO energy across the listed records, respectively: 0.0127; -0.1216; 0.0642 hartree.